[1]
The following is a DFT calculation (ωB97M-V/def2-TZVPD) of C10H11AuCl3GeN6S as an isolated structure in a non-equilibrium geometry.

Geometry (Å):
Au1 0.49 0.42 0.28
N1 4.32 2.63 1.20
C1 3.26 1.96 0.81
S1 1.87 1.91 1.84
N2 3.34 1.37 -0.39
N3 2.34 0.69 -0.84
C2 2.40 0.12 -2.01
C3 1.26 -0.63 -2.48
C4 1.28 -1.24 -3.73
C5 0.16 -1.94 -4.14
C6 -0.94 -2.01 -3.31
C7 -0.89 -1.37 -2.06
N4 0.18 -0.70 -1.67
H1 4.34 3.12 2.08
H2 5.14 2.67 0.61
H3 3.29 0.20 -2.62
H4 2.17 -1.17 -4.35
H5 0.16 -2.43 -5.11
H6 -1.83 -2.55 -3.60
H7 -1.73 -1.41 -1.38
Cl1 -5.66 -1.96 2.23
Ge1 -3.81 -1.43 1.27
Cl2 -2.80 -3.26 0.62
Cl3 -4.25 -0.41 -0.62
N5 -0.83 -0.14 3.00
C8 -1.54 0.46 3.96
C9 -2.18 1.54 3.39
C10 -1.80 1.52 2.05
N6 -0.99 0.48 1.81
H8 -0.27 -0.98 3.07
H9 -1.56 0.09 4.97
H10 -2.83 2.25 3.87
H11 -2.09 2.18 1.25

**Gap between HOMO and LUMO (alpha / beta)**: 6.43 / 5.93 eV
**⟨S²⟩**: 3.79
**Total charge**: +2
**Spin multiplicity**: 4


[2]
The following is a DFT calculation (ωB97M-V/def2-TZVPD) of a single C10H11BrN2O2 molecule in a non-equilibrium geometry.

Geometry (Å):
O1 1.37 -3.01 -0.34
O2 -0.60 -2.62 2.06
Br1 -2.61 2.39 -0.90
C1 0.75 -2.01 -0.64
C2 -0.71 -1.64 1.31
C3 1.29 -0.93 -1.43
C4 -1.16 -0.31 1.76
C5 0.47 0.17 -1.26
C6 -1.11 0.54 0.68
N1 -0.42 -1.51 -0.04
N2 -0.59 -0.17 -0.44
C7 2.56 -1.09 -2.26
C8 -1.53 -0.08 3.18
C9 0.69 1.51 -1.85
C10 -1.54 1.94 0.67
H1 3.28 -1.63 -1.71
H2 2.37 -1.66 -3.16
H3 2.94 -0.12 -2.59
H4 -0.68 -0.34 3.84
H5 -1.78 0.97 3.35
H6 -2.32 -0.74 3.52
H7 0.92 2.22 -1.05
H8 1.48 1.53 -2.61
H9 -0.19 1.84 -2.36
H10 -2.19 2.15 1.53
H11 -0.70 2.61 0.74

**Gap between HOMO and LUMO**: 8.47 eV
**Total charge**: 0
**SMILES**: Cc1c(C)n2c(CBr)c(C)c(=O)n2c1=O


[3]
The following is a DFT calculation (ωB97M-V/def2-TZVPD) of a 2-piece molecular cluster, C10H11BrO2 overall in a non-equilibrium geometry.

Geometry (Å):
C1 -0.18 -1.64 -3.01
C2 0.59 -2.32 -2.06
C3 -1.19 -0.81 -2.55
C4 0.40 -2.17 -0.67
C5 -1.34 -0.65 -1.20
C6 -0.56 -1.27 -0.22
C7 -1.66 -0.12 1.68
C8 -0.72 -0.98 1.18
C9 1.75 1.39 1.33
C10 0.90 2.46 2.02
O1 1.93 0.25 1.58
O2 0.69 3.65 1.34
Br1 2.56 2.22 -0.28
H1 0.09 -1.81 -4.04
H2 1.25 -3.14 -2.35
H3 -1.55 -0.11 -3.33
H4 0.97 -2.77 0.09
H5 -2.24 -0.04 -0.92
H6 -2.22 0.30 0.78
H7 -2.05 -0.10 2.69
H8 0.03 -1.36 1.75
H9 1.26 2.74 2.98
H10 -0.10 1.91 2.09
H11 1.39 4.36 1.14

**Gap between HOMO and LUMO (alpha / beta)**: 6.05 / 6.91 eV
**⟨S²⟩**: 2.04
**Total charge**: 0
**Spin multiplicity**: 3


[4]
The following is a DFT calculation (ωB97M-V/def2-TZVPD) of a 2-piece molecular cluster, C10H11ClO overall in a non-equilibrium geometry.

Geometry (Å):
C1 -2.95 0.15 0.87
C2 -2.66 -0.30 -0.42
C3 -1.94 0.25 1.83
C4 -1.40 -0.68 -0.74
C5 -0.73 -0.41 1.56
C6 -0.41 -0.90 0.29
C7 0.80 1.76 0.08
C8 1.52 0.97 -0.59
C9 2.57 0.77 -1.54
C10 0.90 -1.51 0.09
O1 1.77 -1.81 1.04
Cl1 1.26 -2.22 -1.48
H1 -3.85 0.75 0.95
H2 -3.45 -0.09 -1.27
H3 -2.04 0.60 2.87
H4 -1.06 -0.80 -1.73
H5 0.01 -0.33 2.35
H6 0.11 1.42 0.87
H7 0.65 2.73 -0.25
H8 3.51 0.47 -1.08
H9 2.98 1.70 -2.07
H10 2.19 0.12 -2.38
H11 2.21 -2.64 0.75

**Gap between HOMO and LUMO (alpha / beta)**: 7.22 / 7.32 eV
**Total charge**: 0


[5]
The following is a DFT calculation (ωB97M-V/def2-TZVPD) of C10H11F3Li2NO5 as an isolated structure in a non-equilibrium geometry.

Geometry (Å):
Li1 -0.93 -0.49 0.70
Li2 -0.74 -2.51 2.84
C1 -2.89 -1.99 0.80
O1 -2.93 -0.71 0.84
O2 -3.67 -2.61 0.04
O3 -1.94 -2.61 1.26
C2 1.13 0.46 2.35
O4 0.40 1.14 1.33
O5 0.27 -0.68 2.52
C3 2.63 0.44 2.08
F1 3.01 -0.58 1.29
F2 3.02 1.50 1.39
F3 3.33 0.25 3.20
C4 -0.52 2.12 1.74
C5 -0.88 2.76 0.40
H1 -1.56 3.60 0.47
H2 -0.05 3.09 -0.23
H3 -1.35 2.05 -0.29
H4 -0.12 2.89 2.39
H5 -1.51 1.94 2.16
H6 1.02 1.03 3.27
N1 -0.05 -0.80 -1.16
C6 -0.80 -1.50 -2.06
C7 -0.48 -1.76 -3.39
C8 0.60 -1.11 -3.92
C9 1.52 -0.42 -3.08
C10 1.16 -0.27 -1.67
H7 -1.59 -2.11 -1.62
H8 -1.07 -2.25 -4.15
H9 0.76 -1.18 -4.99
H10 2.37 0.09 -3.51
H11 1.85 0.20 -0.99

**Gap between HOMO and LUMO (alpha / beta)**: 8.72 / 6.78 eV
**⟨S²⟩**: 0.76
**Total charge**: 0
**Spin multiplicity**: 2


[6]
The following is a DFT calculation (ωB97M-V/def2-TZVPD) of an isolated ion of composition C10H11FN3S and charge +1 in a non-equilibrium geometry.

Geometry (Å):
C1 0.21 -1.14 2.28
C2 -1.99 1.46 -2.98
C3 -1.33 1.97 -4.04
C4 1.57 -0.88 2.12
C5 1.89 -0.11 0.98
C6 -0.76 -0.87 1.38
C7 0.87 0.13 0.06
C8 0.17 1.14 -2.29
C9 -2.19 -1.12 1.62
C10 1.31 0.88 -1.36
N1 -1.14 1.03 -1.93
N2 -0.41 -0.22 0.25
N3 2.49 -1.26 3.08
F1 3.13 0.13 0.64
S1 0.32 1.85 -3.86
H1 -0.09 -1.80 2.96
H2 -3.06 1.48 -2.89
H3 -1.72 2.22 -5.02
H4 -2.69 -1.53 0.73
H5 -2.28 -1.79 2.54
H6 -2.74 -0.25 1.95
H7 1.89 1.73 -0.87
H8 2.16 0.12 -1.64
H9 -1.15 -0.13 -0.45
H10 2.12 -1.82 3.81
H11 3.43 -1.21 2.94

**Gap between HOMO and LUMO**: 9.35 eV
**Total charge**: +1
**SMILES**: Cc1cc(=[NH2+])c(F)c(Cc2nccs2)[nH]1


[7]
The following is a DFT calculation (ωB97M-V/def2-TZVPD) of a 2-piece molecular cluster, C10H11FO overall in a non-equilibrium geometry.

Geometry (Å):
C1 3.29 0.45 -0.62
C2 2.85 -0.71 -1.18
C3 2.63 1.14 0.38
C4 1.58 -1.22 -0.75
C5 1.42 0.79 0.78
C6 0.82 -0.37 0.16
C7 -2.27 2.45 0.30
C8 -2.42 1.27 -0.32
C9 -2.38 -2.09 0.30
C10 -0.42 -0.86 0.57
O1 -0.98 -1.91 0.02
F1 -3.06 0.96 -1.47
H1 4.35 0.73 -0.86
H2 3.26 -1.18 -2.08
H3 3.13 2.02 0.72
H4 1.12 -2.18 -0.94
H5 0.83 1.35 1.46
H6 -2.67 3.45 -0.13
H7 -1.69 2.58 1.24
H8 -2.97 -1.85 -0.57
H9 -2.74 -1.45 1.03
H10 -2.70 -3.09 0.55
H11 -0.96 -0.27 1.41

**Gap between HOMO and LUMO (alpha / beta)**: 9.20 / 5.62 eV
**Total charge**: 0


[8]
The following is a DFT calculation (ωB97M-V/def2-TZVPD) of C10H11FeNO5S as an isolated structure in a non-equilibrium geometry.

Geometry (Å):
O1 -2.21 2.32 -1.27
C1 -1.08 2.06 -1.43
Fe1 0.72 1.67 -1.63
C2 0.45 0.89 -3.28
O2 0.32 0.37 -4.31
C3 1.03 3.29 -2.44
O3 1.28 4.31 -2.93
C4 0.73 -0.05 -0.47
C5 0.48 0.99 0.52
C6 1.29 2.18 0.28
C7 2.43 2.16 -0.51
C8 2.73 1.04 -1.28
C9 1.88 -0.06 -1.26
H1 0.09 -0.96 -0.47
H2 -0.62 1.23 0.59
H3 0.69 0.60 1.51
H4 1.10 3.08 0.89
H5 3.07 3.05 -0.57
H6 3.58 1.05 -1.93
H7 2.09 -0.92 -1.91
C10 -3.05 -3.78 2.85
S1 -1.80 -2.99 1.87
N1 -1.40 -1.94 2.94
O4 -0.80 -4.00 1.58
O5 -2.43 -2.44 0.70
H8 -3.55 -4.61 2.33
H9 -2.59 -4.18 3.77
H10 -3.81 -3.05 3.15
H11 -0.61 -1.30 2.74

**Gap between HOMO and LUMO (alpha / beta)**: 6.57 / 4.60 eV
**⟨S²⟩**: 6.17
**Total charge**: 0
**Spin multiplicity**: 5